[1]
Below is 2 unconnected molecules or ions with the total composition C3H7NO3, with properties calculated with ωB97M-V/def2-TZVPD.

The geometry in XYZ format:
```
14
Properties=species:S:1:pos:R:3
O -0.1701 2.0451 -0.1455
C 1.4011 1.0637 1.1715
H -0.9872 -1.6294 -1.9144
O -1.7228 -0.2243 0.2104
H 0.5508 -2.2105 -1.1978
C -0.1512 -1.3854 -1.2620
H -0.5098 2.3663 0.7140
N 0.8518 1.1626 0.0413
O -0.4525 -1.7797 1.1310
H 0.3596 -0.5067 -1.6532
C -0.6864 -1.0865 0.1826
H 0.8993 1.2592 2.1191
H -1.7580 0.3173 -0.5918
H 2.3754 0.6084 1.1948
```

Output
Energy (Ha): -398.90532
Structure (SMILES): CC(=O)O.C=NO
Frontier orbital gap (eV): 10.883

***

[2]
Below is a molecular structure, C33H35N6OSSbY, with properties calculated with ωB97M-V/def2-TZVPD.

The geometry in XYZ format:
```
78
Properties=species:S:1:pos:R:3
H 6.6199 14.4394 12.7405
H 7.6933 10.3269 11.3679
N 12.0307 12.6317 8.7069
C 12.1544 11.7902 6.4304
H 14.4841 15.5063 7.9795
H 9.7388 7.4702 11.8107
H 10.4047 12.3445 14.4729
H 6.3801 14.4572 10.3690
H 10.7538 8.9347 11.8897
H 12.8811 11.6850 5.6996
H 15.6858 10.2368 14.2695
H 13.8240 12.0911 14.1774
C 8.5639 8.9113 4.8290
H 7.7066 11.6719 8.5065
C 15.2621 10.6266 13.2817
C 13.8361 11.9054 11.9716
C 9.7724 8.5740 6.8526
H 13.2734 15.3889 10.0934
C 6.4096 7.2435 11.7157
C 9.3240 12.6502 11.9490
C 6.8215 8.5289 11.9589
H 8.6629 13.2295 8.0357
H 11.5973 11.0911 14.0511
C 8.5016 13.3503 12.8296
N 10.4751 8.0509 11.4570
C 10.6154 11.9313 12.3400
H 10.5553 8.0577 4.9211
H 6.9673 13.1749 8.0349
C 8.6845 9.2047 7.5694
H 9.9474 10.7249 13.9628
C 13.7321 14.7037 8.1371
C 11.0423 7.7656 10.2823
H 6.7117 9.9556 7.4966
C 15.7050 10.0634 12.0704
C 12.5322 12.7589 7.4508
N 14.1633 11.3559 10.8437
H 11.8974 10.7782 6.8370
C 13.4952 13.7094 7.1290
H 5.8765 6.7516 12.5167
C 12.3684 13.5018 9.6648
H 10.6021 8.1370 7.4103
Y 10.4608 10.8162 9.5614
C 7.8784 8.7709 9.8664
H 14.0054 13.7405 6.1599
H 11.2342 12.1122 5.8934
H 6.5199 5.6324 10.1940
H 6.6513 9.8035 5.0920
H 8.7975 13.3604 13.8985
C 7.5384 9.5546 6.8990
H 8.5207 8.9698 3.7630
C 6.7858 6.6519 10.4272
C 9.7112 8.4683 5.4640
N 10.6519 6.6372 9.7132
C 7.8110 12.7376 8.5722
C 7.3558 13.9109 12.2218
H 6.4629 9.0101 12.8659
C 13.1199 14.5893 9.3600
H 16.4939 9.3178 12.0330
H 14.6486 9.6485 8.9598
C 7.4956 9.4088 5.5596
C 10.6336 11.5268 13.8007
C 7.5101 7.4470 9.5778
H 7.7389 6.9652 8.6531
C 15.4407 9.6180 9.6321
O 10.8675 10.8012 11.5593
C 7.9948 13.1156 10.0424
H 10.1050 6.0024 10.2460
N 9.0793 12.5387 10.6399
C 15.0999 10.4148 10.8731
H 16.2472 10.1225 9.1432
C 7.4946 9.3376 11.0491
C 7.1801 13.8854 10.8449
H 15.7641 8.6381 9.9693
C 14.2826 11.5881 13.2796
Sb 12.2559 13.4136 11.9074
N 8.7537 9.4546 8.9987
H 11.0201 6.3164 8.8207
S 12.3368 8.6726 9.6986
```

Output
Energy (Ha): -2358.96305
Charge: +1
Frontier orbital gap (eV): 7.327

***

[3]
Below is a molecular structure, C32H74Li3O27, with properties calculated with ωB97M-V/def2-TZVPD.

The geometry in XYZ format:
```
136
Properties=species:S:1:pos:R:3
C 6.8738 8.4430 -0.2703
H 5.6307 3.9512 9.0342
C 0.6024 -0.1248 -0.7597
O -6.1056 0.6876 -2.6575
Li -2.1888 0.6921 5.1751
H 6.0425 -3.5813 -4.8254
H 8.4805 1.4693 5.9220
C 1.8432 8.5809 4.7374
H 1.8652 5.6789 -2.0683
H 6.8612 -3.9888 -6.0319
C -0.8139 -2.4882 -10.3463
C 5.0367 -4.5860 1.6673
H -11.8009 0.4601 4.8541
H -4.4298 -8.8861 -5.4238
H -0.0077 -0.9687 -1.0461
O 1.2173 -6.5967 -3.1657
H -3.7138 -7.4252 -6.1317
H 1.2880 -5.6539 -3.3155
H 8.7989 2.9385 3.0505
H -2.4276 -2.0086 -12.2687
C -2.9788 -2.2822 -11.3690
C -1.3986 -11.1630 -5.5539
C 1.1714 1.5330 1.1584
H 6.5291 9.6544 -1.6252
O -3.1923 -7.8109 -4.0913
C -0.3796 -2.5852 6.5552
O -4.3474 5.3177 1.0299
C 9.3253 3.2072 3.9663
H -0.2445 -2.0911 -9.5059
O 2.1070 -0.6508 -2.2366
O -0.8901 0.2232 1.0264
H -0.9806 -3.5453 -10.1393
H -4.9241 -1.6814 -10.4028
H 2.6596 6.9091 -2.4522
O -0.9805 -1.4622 7.1295
H -3.3852 6.0948 2.5668
C -10.3083 0.8930 7.9767
O 8.4337 3.3057 5.0775
Li 6.6752 4.3854 -4.9398
H -2.9964 -3.3708 -11.4224
C -11.3568 0.6227 6.9448
C -4.3196 -1.5059 -11.2927
C 5.5620 3.3992 8.0968
H -0.4224 -10.7467 -5.8025
C 0.1771 0.5196 0.4407
H -2.1670 -1.2723 -6.4526
C 2.7876 1.1741 -0.6572
O -12.6265 0.5518 7.1598
C -5.4539 0.5811 -11.4787
H 0.2790 -6.7784 -3.2187
H 5.9141 2.8411 5.6378
H 0.6802 -2.4103 6.3697
H -5.2294 1.6435 -11.5734
O 6.7991 2.9650 7.5161
H 9.9054 4.1116 3.7826
H 5.6134 -3.7078 1.9578
O -9.4704 0.6150 3.9611
O -2.1084 -1.8891 -10.2566
H 2.9530 0.9227 -6.8576
O 3.8682 1.5944 -1.2957
C -3.5024 6.3517 1.5140
H 10.0744 2.4334 4.1341
O 2.8849 1.7448 -7.3432
C -8.5893 0.8349 6.1786
H 7.5315 1.5830 4.4292
H -8.1839 1.0813 8.3098
H -3.9597 -6.6903 -2.4939
H -6.3086 1.5101 -3.1028
H -0.5235 -3.4209 7.2399
H -2.4097 2.1735 9.3577
H 4.6000 -6.3093 2.2959
H 3.7754 1.9175 -7.6488
H 9.3210 -1.6485 -3.1920
C -4.2386 -7.0856 -3.4706
H -2.1337 -0.3441 9.3859
H -5.1447 -7.6695 -3.3090
H -1.9486 -1.1786 -4.9575
H -0.7393 2.7938 9.2501
O 5.2886 -5.6824 2.5290
O -4.1973 -0.1151 -11.3982
C -9.7302 0.6517 5.1587
H 2.8551 8.3008 5.0304
H -5.7123 0.1382 -3.3356
O -1.1297 1.0470 8.2124
H 7.6423 9.1027 0.1328
H -4.0169 7.3120 1.4776
C -1.1202 -0.0175 9.1530
H 1.0968 7.9351 5.1999
H 7.3534 7.7059 -0.9144
H -1.4950 -8.5934 -6.2239
C 2.4050 1.8842 0.4669
C 7.8164 2.1088 5.3405
H -0.8669 -2.7830 5.6005
H 6.4579 7.7929 0.4995
H -4.7487 5.6035 0.2059
H 3.0348 2.7086 0.7671
O -2.6289 -1.1193 -5.6283
H 2.3451 10.3603 5.4654
H -4.8865 -1.8489 -12.1582
C -8.9899 1.0329 7.5926
O 2.0129 6.2897 -2.7903
C -1.5395 2.2867 8.7110
H -0.7772 -2.1510 9.0290
H 5.3603 -4.8733 0.6669
C -11.0662 0.6022 5.6328
O -7.4065 0.8783 5.7552
H 6.0488 1.3469 6.3683
H 3.9735 -4.3548 1.6029
C -0.5315 -1.2347 8.4922
O 0.9111 1.9589 2.3044
O 1.5452 9.8429 5.3469
H -1.7514 2.9619 7.8820
H -0.3096 -2.2895 -11.2920
H 1.7336 8.5924 3.6530
H 4.9573 2.5116 8.2827
H -5.9957 0.2738 -12.3732
O 5.9648 9.1744 -1.0147
C 1.8392 0.0910 -1.2193
H 0.5558 -1.1773 8.4417
H -0.4687 0.2149 9.9953
C 6.6113 2.2735 6.2541
O 9.6517 -0.8190 -2.8473
H -6.1490 0.3569 -10.6696
C -3.5320 -8.2695 -5.4666
H -2.7419 -9.4897 -7.0702
Li -5.7468 0.8210 1.1504
O -2.3833 -10.2395 -5.2339
O -10.5508 1.0388 9.2894
H -1.7266 -11.7945 -6.3795
C -2.4283 -9.1396 -6.0867
H -2.4633 6.4417 1.1971
H 4.9151 3.9654 7.4267
H 8.8732 -0.2698 -2.7554
H -1.3217 -11.8938 -4.7488
O 6.8622 -4.0081 -5.0749
H -4.5367 -6.2254 -4.0700
```

Output
Energy (Ha): -3317.08793
Charge: -1
Frontier orbital gap (eV): 0.713

***

[4]
Below is 5 unconnected molecules or ions with the total composition C3H15NO4, with properties calculated with ωB97M-V/def2-TZVPD.

The geometry in XYZ format:
```
23
Properties=species:S:1:pos:R:3
H 0.4367 -3.0492 -0.8081
H -1.4687 -2.5059 0.5068
H 0.5082 -1.1851 2.3567
H -1.1579 -0.6692 0.2522
H -0.4566 3.1958 -2.9088
H -0.9345 -1.3209 2.4984
C 0.1017 -2.0202 -0.7643
H 2.6648 -1.3657 -2.6586
H 0.7750 2.3502 1.3390
H 2.9826 -0.9427 -1.0282
H 0.7474 -0.1941 -1.3504
C -0.8861 -1.7064 0.0748
O -0.1179 2.3245 -2.6883
N 0.8916 -1.1746 -1.5251
O 0.2659 2.9050 0.7361
O -2.5470 1.8878 2.0552
H 2.4865 -2.5327 -1.2829
H -3.4492 1.7050 1.7661
C 2.2910 -1.5251 -1.6466
H -2.6254 2.3393 2.9009
H 0.2519 2.3679 -1.8008
O -0.1293 -1.6700 2.8996
H -0.6308 2.7863 1.0762
```

Output
Energy (Ha): -478.96715
Structure (SMILES): C=CNC.O.O.O.O
Frontier orbital gap (eV): 8.260

***

[5]
Below is a single C5H5NO2 molecule, with properties calculated with ωB97M-V/def2-TZVPD.

The geometry in XYZ format:
```
13
Properties=species:S:1:pos:R:3
C 1.1174 -1.1546 -0.1380
H 1.9179 2.0298 0.6135
O -1.4308 1.2699 -0.2913
N -0.1312 -0.6429 -0.0676
C 1.9685 0.0056 -0.0255
H 2.8925 0.0445 -0.0963
C 1.2057 1.1386 -0.0720
H -2.7705 -0.3307 -0.7966
H 1.2848 -2.1615 -0.2136
H -2.4417 0.1243 1.1344
C -0.1227 0.7561 -0.1267
O -1.3823 -1.1111 -0.0622
C -2.1074 0.0320 0.1418
```

Output
Energy (Ha): -398.52400
Structure (SMILES): c1cc2n(c1)OCO2
Frontier orbital gap (eV): 8.741